[1]
The following is a DFT calculation (wB97M-V/def2-TZVPD) of a structure of composition C13H14ClNOsS.

Geometry as XYZ:
```
31
Properties=species:S:1:pos:R:3:mulliken_spin:R:1
Os 0.14092 -1.22691 0.09835 2.8225
C 1.53024 1.75812 2.27482 0.0135
C 0.78102 0.46365 2.22170 0.0163
C 1.46998 -0.76530 2.28041 0.0551
C 0.77670 -1.98514 2.27693 0.0405
C -0.63536 -1.99928 2.19195 -0.0664
C -1.32446 -0.77084 2.16778 0.0216
C -0.62588 0.43787 2.17345 0.1405
H 1.80332 1.96050 3.31455 0.0035
H 0.92864 2.59248 1.92122 -0.0012
H 2.45722 1.70916 1.70492 0.0020
H 2.55099 -0.76225 2.35086 -0.0015
H 1.32090 -2.91820 2.35765 0.0136
H -1.18097 -2.93082 2.25423 -0.0078
H -2.40760 -0.76951 2.14999 0.0075
H -1.17166 1.37257 2.13929 0.0077
S 1.80706 -0.73825 -1.47746 0.6482
C 0.70141 0.47697 -2.06517 -0.0247
C 0.89797 1.23406 -3.20109 0.0836
C -0.13884 2.08565 -3.58474 -0.0240
C -1.29416 2.14035 -2.82765 0.0654
C -1.39925 1.35529 -1.68266 0.0188
N -0.41035 0.55037 -1.30759 0.1326
H 1.81112 1.14774 -3.77349 0.0030
H -0.03797 2.69308 -4.47462 -0.0009
H -2.11804 2.78105 -3.10991 0.0036
H -2.28567 1.37729 -1.06199 0.0072
Cl -0.23667 -3.00032 -2.64051 0.0236
C -0.87928 -2.59968 -1.05231 -0.0583
H -0.95633 -3.50754 -0.45293 0.0251
H -1.87500 -2.16214 -1.16599 0.0296
```

Properties
Orbital gap (spin up / spin down), eV: 7.81 / 6.32
Multiplicity: 5
Charge: +2
E, hartree: -1506.8693
Molar mass, g mol⁻¹: 442.0

***

[2]
The following is a DFT calculation (wB97M-V/def2-TZVPD) of a structure of composition C24H31I2NPtSb2Se.

Geometry as XYZ:
```
62
Properties=species:S:1:pos:R:3:mulliken_spin:R:1
Pt 1.28219 1.84874 -0.52029 0.9833
C 0.79307 -3.70261 -0.86675 0.0607
Sb 1.25655 -2.26885 0.64036 0.4322
C 2.99698 -3.14741 1.50145 0.0229
C -0.19661 -2.73486 2.25919 0.2437
C -1.55058 -2.89418 1.72254 -0.0350
C -1.95322 -4.14736 1.27793 0.0103
C -3.22014 -4.35173 0.75658 0.0060
C -4.10885 -3.28211 0.67094 0.0263
C -3.71656 -2.03453 1.10359 -0.0089
C -2.44063 -1.81760 1.63089 0.0277
C -2.07028 -0.47451 2.07665 0.1170
Sb -1.07261 0.73365 0.51483 0.2041
C -2.21873 0.05769 -1.15191 0.0171
C -2.11272 2.51787 1.05593 0.0386
H 0.88339 -4.68177 -0.41515 0.0131
H 1.50881 -3.60633 -1.66710 -0.0005
H -0.20891 -3.56023 -1.24711 -0.0024
H 2.81447 -4.21415 1.55637 0.0141
H 3.16129 -2.74446 2.49141 -0.0014
H 3.86506 -2.96312 0.88770 -0.0007
H -0.04544 -1.96310 2.99594 -0.0057
H 0.24042 -3.66569 2.58949 0.0206
H -1.27036 -4.97548 1.36861 0.0025
H -3.52157 -5.33449 0.43599 0.0007
H -5.10143 -3.42895 0.28272 0.0011
H -4.41223 -1.21636 1.05587 0.0003
H -1.45103 -0.43294 2.96005 -0.0097
H -2.95642 0.13504 2.23753 0.0140
H -3.24057 0.39101 -1.02601 0.0062
H -2.20261 -1.01984 -1.19800 0.0017
H -1.81203 0.45501 -2.06547 -0.0039
H -3.13466 2.45458 0.68393 0.0063
H -1.63397 3.38936 0.64420 0.0022
H -2.12583 2.59589 2.13652 0.0001
I 2.40625 4.12403 0.84082 0.0956
C 4.00622 4.47554 -0.54334 -0.0048
I 4.40322 2.84016 -1.82694 0.0492
H 4.89031 4.68001 0.05821 0.0023
H 3.72004 5.33870 -1.14097 0.0003
Se 0.38040 2.50031 -2.61872 0.9946
C -1.11324 3.65152 -2.27878 0.0040
C -2.34876 3.34373 -2.83920 0.0247
C -3.40209 4.20058 -2.56819 -0.0046
N -3.29234 5.27690 -1.83187 0.0368
C -2.11904 5.58073 -1.33759 -0.0056
C -0.98656 4.80802 -1.51795 0.0150
H -2.49527 2.48820 -3.46792 -0.0083
H -4.37778 4.00382 -2.97357 -0.0004
H -2.07067 6.48556 -0.76048 -0.0004
H -0.04828 5.10743 -1.08559 -0.0174
C 4.72309 -1.45695 -0.08714 0.0455
C 3.90036 -1.51535 -1.19937 0.0180
C 2.76805 -0.72057 -1.26916 -0.0390
C 2.44920 0.14652 -0.22567 0.6576
C 3.24578 0.14000 0.92796 -0.0962
C 4.38413 -0.64458 0.98198 0.0299
H 5.61994 -2.04529 -0.04957 0.0016
H 4.15389 -2.15636 -2.02629 -0.0007
H 2.15777 -0.73923 -2.16852 -0.0040
H 3.00788 0.78106 1.77303 0.0004
H 5.01329 -0.61068 1.85542 0.0014
```

Properties
Orbital gap (spin up / spin down), eV: 7.39 / 5.50
Multiplicity: 5
Charge: +2
E, hartree: -4583.7759
Molar mass, g mol⁻¹: 1104.9

***

[3]
The following is a DFT calculation (wB97M-V/def2-TZVPD) of the ion C3H10NS with charge +1.

Geometry as XYZ:
```
15
Properties=species:S:1:pos:R:3:nbo_charge:R:1
C 1.06019 1.21030 -0.93507 -0.0140
N 2.31550 0.86033 -1.36714 -0.7308
H 0.30158 1.45998 -1.65951 0.2342
H 1.08350 1.80947 -0.03560 0.2256
H 2.29249 -0.10408 -1.67861 0.4170
H 3.08551 1.16333 -0.80331 0.4136
C -0.91193 0.60845 1.49506 -0.5327
S -0.03937 -0.39871 -0.14377 0.0258
C -1.33418 -2.08089 0.01333 -0.4293
H -0.88781 1.58802 1.00919 0.2159
H -1.95129 0.29139 1.57544 0.2301
H -0.31216 0.43569 2.38728 0.2425
H -1.41279 -2.59086 1.01352 0.2494
H -1.03513 -2.72456 -0.77714 0.2307
H -2.25409 -1.52787 -0.09368 0.2220
```

Properties
Orbital gap, eV: 7.94
Charge: +1
E, hartree: -572.8602
Molar mass, g mol⁻¹: 92.2

***

[4]
The following is a DFT calculation (wB97M-V/def2-TZVPD) of a structure of composition C7H16AgO5Si.

Geometry as XYZ:
```
30
Properties=species:S:1:pos:R:3:mulliken_spin:R:1
C -0.84522 1.90868 -3.19621 0.0001
C -1.41255 0.85483 -2.27051 -0.0001
O -1.59791 1.32763 -0.91451 0.0001
C -0.52668 1.97941 -0.33128 -0.0002
C 0.69377 1.05609 -0.19685 0.0074
Si 0.22449 -0.58777 0.62819 0.0175
C -0.50416 -0.15798 2.40134 0.0611
O -0.26774 -1.26888 3.28997 0.4986
O -1.27553 -1.42770 4.12160 0.3748
C 1.71143 -1.71030 0.70463 0.0030
C 1.38576 -2.88188 -0.21578 0.0009
O 1.61234 -2.82536 -1.37337 0.0014
O 0.73439 -3.92907 0.32646 0.0007
H -1.06283 1.61466 -4.22255 0.0000
H 0.24086 2.01876 -3.11191 0.0000
H -1.32129 2.87628 -3.02879 0.0000
H -2.41027 0.55294 -2.57468 -0.0001
H -0.79380 -0.05092 -2.24419 -0.0003
H -0.30344 2.92659 -0.87032 0.0004
H -0.86685 2.26992 0.67036 -0.0005
H 1.16948 0.80883 -1.15457 -0.0004
H 1.50289 1.51413 0.46181 -0.0004
H -0.89550 -1.18793 -0.09665 0.0071
H -0.00409 0.70131 2.87167 0.0424
H -1.58460 0.00969 2.38900 -0.0055
H -1.06462 -2.26265 4.60997 -0.0080
H 2.54376 -1.16804 0.25123 -0.0004
H 2.03122 -2.01461 1.70613 0.0007
H 0.99820 -4.14484 1.22767 -0.0001
Ag 1.88849 3.19814 0.14214 -0.0004
```

Properties
Orbital gap (spin up / spin down), eV: 7.49 / 4.90
Multiplicity: 2
Charge: +2
E, hartree: -1088.1159
Molar mass, g mol⁻¹: 316.2

***

Repeat the second record exactly.
The following is a DFT calculation (wB97M-V/def2-TZVPD) of a structure of composition C24H31I2NPtSb2Se.

Geometry as XYZ:
```
62
Properties=species:S:1:pos:R:3:mulliken_spin:R:1
Pt 1.28219 1.84874 -0.52029 0.9833
C 0.79307 -3.70261 -0.86675 0.0607
Sb 1.25655 -2.26885 0.64036 0.4322
C 2.99698 -3.14741 1.50145 0.0229
C -0.19661 -2.73486 2.25919 0.2437
C -1.55058 -2.89418 1.72254 -0.0350
C -1.95322 -4.14736 1.27793 0.0103
C -3.22014 -4.35173 0.75658 0.0060
C -4.10885 -3.28211 0.67094 0.0263
C -3.71656 -2.03453 1.10359 -0.0089
C -2.44063 -1.81760 1.63089 0.0277
C -2.07028 -0.47451 2.07665 0.1170
Sb -1.07261 0.73365 0.51483 0.2041
C -2.21873 0.05769 -1.15191 0.0171
C -2.11272 2.51787 1.05593 0.0386
H 0.88339 -4.68177 -0.41515 0.0131
H 1.50881 -3.60633 -1.66710 -0.0005
H -0.20891 -3.56023 -1.24711 -0.0024
H 2.81447 -4.21415 1.55637 0.0141
H 3.16129 -2.74446 2.49141 -0.0014
H 3.86506 -2.96312 0.88770 -0.0007
H -0.04544 -1.96310 2.99594 -0.0057
H 0.24042 -3.66569 2.58949 0.0206
H -1.27036 -4.97548 1.36861 0.0025
H -3.52157 -5.33449 0.43599 0.0007
H -5.10143 -3.42895 0.28272 0.0011
H -4.41223 -1.21636 1.05587 0.0003
H -1.45103 -0.43294 2.96005 -0.0097
H -2.95642 0.13504 2.23753 0.0140
H -3.24057 0.39101 -1.02601 0.0062
H -2.20261 -1.01984 -1.19800 0.0017
H -1.81203 0.45501 -2.06547 -0.0039
H -3.13466 2.45458 0.68393 0.0063
H -1.63397 3.38936 0.64420 0.0022
H -2.12583 2.59589 2.13652 0.0001
I 2.40625 4.12403 0.84082 0.0956
C 4.00622 4.47554 -0.54334 -0.0048
I 4.40322 2.84016 -1.82694 0.0492
H 4.89031 4.68001 0.05821 0.0023
H 3.72004 5.33870 -1.14097 0.0003
Se 0.38040 2.50031 -2.61872 0.9946
C -1.11324 3.65152 -2.27878 0.0040
C -2.34876 3.34373 -2.83920 0.0247
C -3.40209 4.20058 -2.56819 -0.0046
N -3.29234 5.27690 -1.83187 0.0368
C -2.11904 5.58073 -1.33759 -0.0056
C -0.98656 4.80802 -1.51795 0.0150
H -2.49527 2.48820 -3.46792 -0.0083
H -4.37778 4.00382 -2.97357 -0.0004
H -2.07067 6.48556 -0.76048 -0.0004
H -0.04828 5.10743 -1.08559 -0.0174
C 4.72309 -1.45695 -0.08714 0.0455
C 3.90036 -1.51535 -1.19937 0.0180
C 2.76805 -0.72057 -1.26916 -0.0390
C 2.44920 0.14652 -0.22567 0.6576
C 3.24578 0.14000 0.92796 -0.0962
C 4.38413 -0.64458 0.98198 0.0299
H 5.61994 -2.04529 -0.04957 0.0016
H 4.15389 -2.15636 -2.02629 -0.0007
H 2.15777 -0.73923 -2.16852 -0.0040
H 3.00788 0.78106 1.77303 0.0004
H 5.01329 -0.61068 1.85542 0.0014
```

Properties
Orbital gap (spin up / spin down), eV: 7.39 / 5.50
Multiplicity: 5
Charge: +2
E, hartree: -4583.7759
Molar mass, g mol⁻¹: 1104.9

***

Among the records above, which one has the lowest E?
C24H31I2NPtSb2Se

***

The highest molar mass belongs to which entry?
C24H31I2NPtSb2Se